Below is a structure of composition C55H48InN4O5 at a distorted geometry, with properties calculated with wB97M-V/def2-TZVPD.

Properties
Strongest force on any atom in eV/A: 4.38
Total energy in Ha: -2910.06864
E_HOMO in eV: -4.2
Charge: -1

Structure (XYZ):
```
113
Properties=species:S:1:pos:R:3:forces:R:3:lowdin_charge:R:1
In 11.755 13.458 11.088 -1.0 1.3 -0.1 0.860
O 13.236 12.177 10.491 0.2 0.2 -0.2 -0.139
C 13.444 11.859 9.241 0.8 0.5 -1.6 -0.321
C 13.700 10.510 8.968 -0.1 0.3 0.1 -0.045
C 14.100 10.093 7.720 0.3 -0.1 -0.7 -0.110
C 14.183 10.983 6.635 0.0 -0.5 -0.1 -0.128
C 13.841 12.318 6.815 0.8 -0.2 0.0 -0.070
C 13.541 12.803 8.091 -0.7 -2.2 1.5 -0.143
C 12.954 14.085 8.180 -2.1 3.5 1.6 -0.070
N 11.934 14.399 8.982 2.9 -3.1 -1.2 -0.074
N 11.279 15.506 8.733 -2.5 1.7 0.8 0.047
C 10.136 15.551 9.483 1.5 -1.6 0.6 -0.383
O 9.783 14.642 10.345 0.7 1.5 -1.5 -0.120
C 9.268 16.735 9.274 0.5 0.3 -0.6 -0.140
C 8.022 16.812 9.853 -0.4 -1.1 1.0 -0.035
C 7.221 17.918 9.691 -0.7 0.1 0.4 -0.105
C 7.638 18.965 8.900 -0.6 1.4 -0.7 -0.121
C 8.845 18.891 8.222 0.3 -0.6 0.1 -0.099
C 9.674 17.796 8.458 0.6 0.5 -0.5 -0.028
H 13.521 9.825 9.793 0.3 0.0 -0.2 0.102
H 14.392 9.050 7.604 -0.2 0.1 -0.2 0.093
H 14.459 10.627 5.634 -0.1 0.1 0.5 0.089
H 13.874 12.980 5.928 -0.2 -0.2 0.8 0.115
H 13.294 14.963 7.593 -0.2 -0.8 -0.4 0.131
H 7.686 15.984 10.500 0.2 0.4 -0.5 0.112
H 6.257 17.934 10.205 0.3 0.2 -0.2 0.101
H 7.038 19.891 8.769 0.2 -0.9 0.2 0.103
H 9.144 19.635 7.483 0.0 0.0 0.5 0.097
H 10.676 17.834 8.014 -0.5 -0.5 0.2 0.110
O 12.186 15.429 11.564 0.3 0.2 1.3 -0.216
C 13.061 16.056 12.474 -0.9 0.0 -0.6 -0.424
C 14.163 15.021 12.943 0.6 -0.2 -0.8 -0.032
C 13.582 13.910 13.830 0.0 0.8 -0.4 -0.226
C 14.033 13.784 15.141 0.7 0.8 -0.2 -0.031
C 13.213 13.184 16.070 0.4 -0.2 0.8 -0.072
C 12.140 12.439 15.651 -1.3 0.2 -1.5 -0.017
C 11.901 12.347 14.249 1.0 0.6 0.1 -0.205
C 11.050 11.230 13.725 -1.0 0.8 0.4 -0.063
C 9.900 11.533 12.712 -0.5 -0.9 -0.6 -0.415
O 10.403 12.001 11.509 -0.4 0.5 0.7 -0.206
C 8.642 12.361 13.292 1.2 -0.6 0.1 -0.093
C 7.815 11.785 14.274 0.5 0.0 -1.0 -0.047
C 6.546 12.287 14.450 -0.8 -0.5 1.5 -0.121
C 6.149 13.485 13.900 -0.3 1.3 -0.7 -0.108
C 7.057 14.151 13.066 -0.6 0.8 0.7 -0.084
C 8.279 13.593 12.746 0.3 -1.0 -0.5 -0.026
C 9.278 10.135 12.289 0.3 0.2 0.1 -0.141
C 9.564 8.909 12.885 -1.0 -0.5 -0.4 -0.045
C 8.888 7.756 12.435 -0.4 0.1 -0.4 -0.093
C 7.923 7.784 11.404 1.0 0.4 1.3 -0.110
C 7.679 9.006 10.799 0.3 0.4 0.2 -0.086
C 8.421 10.132 11.186 -0.3 0.4 -0.8 -0.015
N 12.560 13.157 13.380 -0.1 -0.5 0.7 0.146
C 13.665 17.197 11.615 1.9 0.0 -0.1 -0.101
C 14.520 16.800 10.543 -0.4 -0.5 0.6 -0.025
C 15.035 17.704 9.640 -0.4 1.5 0.4 -0.086
C 14.780 19.104 9.800 0.3 -0.6 0.1 -0.097
C 14.041 19.508 10.920 0.4 0.0 -0.9 -0.101
C 13.534 18.573 11.832 -0.5 0.0 -0.6 -0.048
C 12.324 16.718 13.691 0.1 -0.4 0.4 -0.117
C 12.949 17.715 14.457 -0.1 -0.4 0.3 -0.080
C 12.323 18.268 15.576 0.1 -1.5 -0.4 -0.087
C 11.077 17.786 15.973 -0.4 0.2 -0.1 -0.110
C 10.375 16.868 15.187 0.1 0.0 -0.2 -0.080
C 11.032 16.325 14.091 0.0 -0.5 -1.5 -0.015
H 14.959 15.575 13.511 -0.6 -0.6 -0.5 0.134
H 14.639 14.583 11.983 -0.7 0.6 1.7 0.113
H 15.002 14.246 15.412 -0.9 -0.1 0.0 0.122
H 13.447 13.311 17.129 -0.1 -0.2 -0.2 0.111
H 11.349 12.035 16.291 0.7 -0.1 0.0 0.115
H 10.650 10.792 14.647 -0.1 -0.4 -0.4 0.108
H 11.701 10.519 13.221 0.1 -0.1 0.0 0.133
H 8.102 10.893 14.820 0.0 -0.1 -0.3 0.110
H 5.860 11.737 15.113 0.3 0.3 -0.3 0.102
H 5.159 13.961 14.096 0.9 -0.7 -0.1 0.107
H 6.839 15.175 12.738 -0.1 -0.5 -0.2 0.099
H 8.887 14.010 11.948 0.0 0.2 0.3 0.073
H 10.274 8.811 13.693 0.0 0.0 0.1 0.094
H 9.053 6.802 12.917 0.3 0.0 0.1 0.083
H 7.421 6.868 11.124 -0.1 0.1 0.0 0.088
H 6.882 9.087 10.065 0.4 0.1 -0.2 0.096
H 8.425 11.032 10.540 -0.4 -0.4 0.8 0.136
H 14.815 15.733 10.463 -0.5 0.8 -0.2 0.113
H 15.636 17.353 8.820 0.2 -0.1 -0.2 0.088
H 15.237 19.850 9.097 -0.7 -0.8 0.7 0.100
H 13.825 20.576 11.054 0.2 -0.5 0.1 0.096
H 12.977 18.976 12.676 0.0 -0.2 -0.5 0.094
H 13.948 18.076 14.215 -0.2 -0.3 0.1 0.113
H 12.948 18.914 16.155 -0.2 0.6 0.5 0.088
H 10.625 18.103 16.895 -0.1 0.4 0.2 0.084
H 9.311 16.595 15.370 1.1 0.1 0.1 0.113
H 10.525 15.598 13.425 0.3 0.4 0.5 0.114
O 16.707 13.506 11.370 0.0 -1.1 0.4 -0.128
C 18.102 13.468 11.120 0.0 0.4 0.0 -0.274
C 18.763 12.225 11.762 -0.2 0.9 -0.3 -0.167
C 18.297 12.099 13.224 0.2 1.0 0.4 -0.140
C 17.241 11.054 13.377 0.6 -1.8 0.5 -0.282
C 17.475 9.927 14.223 -0.4 1.1 -0.7 -0.033
C 16.662 8.845 14.102 -1.4 -1.5 0.0 -0.084
C 15.696 8.770 13.059 0.3 0.7 0.4 -0.054
C 15.431 9.959 12.403 0.4 0.6 0.3 -0.076
N 16.190 11.081 12.586 -0.6 -0.7 -0.6 0.105
H 16.410 12.577 11.655 0.0 1.3 -0.5 0.060
H 18.547 14.405 11.546 -0.2 -0.6 -0.3 0.120
H 18.239 13.490 10.027 0.3 -0.1 0.3 0.110
H 19.858 12.283 11.667 -0.3 0.0 0.1 0.110
H 18.430 11.370 11.193 0.0 -0.5 -0.2 0.105
H 17.868 13.092 13.505 0.4 -0.7 0.1 0.130
H 19.153 11.857 13.879 -0.5 0.2 -0.2 0.113
H 18.280 9.904 14.926 0.3 0.3 0.4 0.098
H 16.660 8.056 14.882 0.5 0.3 -0.9 0.113
H 15.158 7.861 12.770 0.1 0.4 0.5 0.105
H 14.572 10.073 11.738 0.4 0.0 0.0 0.094
```
Forces are in eV/Å.